C16H20B2NO32S4 as an isolated structure at a distorted geometry, computed with the ωB97M-V functional and the def2-TZVPD basis.

Properties
- Total charge: -1
- Relative energy (zero: lowest compared OMol25 entry of this formula, charge and spin): 23.3 kcal/mol
- E: -4727.06151 a.u.
- Kohn-Sham gap: 8.26 eV

Geometry as XYZ:
```
75
Properties=species:S:1:pos:R:3:forces:R:3:lowdin_charge:R:1
N -0.581 -0.621 0.263 2.377 0.728 -0.531 0.311
H -1.281 -0.127 -0.300 -0.246 -0.194 0.619 0.114
H -0.640 -0.664 1.291 -0.889 -0.232 -0.384 0.101
H 0.319 -0.082 0.144 -0.624 -0.157 -0.371 0.118
H -0.339 -1.520 -0.175 -0.570 0.023 0.363 0.102
O 1.424 -1.722 5.742 0.052 -0.332 -0.447 0.137
C 1.624 -1.241 4.658 0.247 0.825 1.091 -0.387
O 2.648 -0.466 4.332 -0.670 -0.365 -0.547 0.233
B 2.434 0.013 2.933 0.617 0.228 -0.201 -0.886
O 1.049 -0.393 2.579 0.401 0.210 -0.183 0.199
C 0.601 -1.202 3.511 1.717 0.820 0.426 -0.426
O -0.450 -1.722 3.501 -2.499 -1.322 -0.164 0.165
O 2.618 1.461 2.819 -0.388 -0.390 0.253 0.234
C 3.683 1.695 2.060 -0.397 -3.563 0.436 -0.432
O 4.119 2.706 1.723 1.208 3.890 -0.909 0.216
C 4.290 0.325 1.637 1.918 -1.287 -1.304 -0.303
O 3.390 -0.623 2.024 1.011 0.820 -0.217 0.207
O 5.362 0.140 1.049 -3.329 0.429 1.824 0.133
O 1.478 3.215 -1.299 -2.354 1.426 0.526 0.169
C 2.431 2.631 -1.647 2.143 -1.010 0.026 -0.421
O 3.585 3.133 -2.026 -0.008 0.367 -0.693 0.253
B 4.510 2.054 -2.386 1.001 -0.887 0.584 -0.870
O 3.767 0.795 -2.079 0.227 0.161 -0.256 0.260
C 2.608 1.110 -1.587 0.904 0.859 -0.716 -0.417
O 1.803 0.367 -1.134 -1.639 -1.614 1.016 0.123
O 5.730 2.116 -1.541 -0.520 0.313 0.445 0.234
C 6.720 2.597 -2.249 -1.007 -0.678 -0.960 -0.425
O 7.757 3.019 -1.881 1.599 0.559 0.742 0.165
C 6.292 2.508 -3.733 -1.346 -0.017 1.054 -0.395
O 5.027 2.073 -3.745 -0.419 0.205 -0.246 0.229
O 6.902 2.830 -4.686 1.143 0.263 -1.354 0.161
C -1.968 -5.385 2.518 -0.060 0.563 -0.156 -0.140
C -2.016 -6.485 1.467 0.192 -0.538 0.968 -0.191
O -1.827 -5.814 0.242 0.134 0.289 -0.900 -0.175
S -0.670 -4.727 0.476 -0.298 -0.418 1.468 0.608
O -0.867 -3.653 -0.414 -0.232 0.494 -0.319 -0.212
O 0.595 -5.352 0.587 0.192 -0.317 -0.302 -0.199
O -1.153 -4.349 1.954 0.533 0.286 -0.749 -0.194
H -1.510 -5.717 3.443 -0.162 0.045 0.172 0.137
H -2.932 -4.897 2.645 -0.142 -0.319 0.364 0.135
H -2.970 -6.998 1.505 -0.091 0.010 -0.423 0.134
H -1.209 -7.203 1.627 -0.023 -0.021 -0.100 0.130
C -4.647 1.005 4.759 -0.832 1.322 0.112 -0.151
C -3.693 2.170 4.442 -0.423 0.483 0.210 -0.169
O -2.938 1.711 3.331 0.745 -0.255 -0.075 -0.169
S -3.910 0.897 2.383 -1.180 1.181 -0.093 0.582
O -3.212 -0.088 1.669 0.671 -0.783 -0.067 -0.200
O -4.743 1.815 1.687 -0.037 0.012 0.053 -0.215
O -4.797 0.255 3.551 0.741 -0.441 0.180 -0.180
H -5.626 1.452 4.957 0.071 -0.322 0.326 0.130
H -4.311 0.418 5.608 0.062 -0.467 -0.316 0.129
H -3.058 2.472 5.269 0.432 -0.526 -0.075 0.134
H -4.223 3.088 4.175 -0.207 -0.222 -0.301 0.127
C -2.086 4.976 -2.525 -1.034 1.141 -0.799 -0.166
C -2.455 5.358 -1.101 1.358 0.475 0.548 -0.160
O -3.497 4.458 -0.712 -0.026 0.089 -0.280 -0.178
S -3.423 3.096 -1.545 0.824 -0.137 0.342 0.592
O -4.655 2.866 -2.188 -0.720 -0.016 -0.140 -0.209
O -2.836 2.079 -0.743 0.020 0.143 -0.211 -0.227
O -2.362 3.587 -2.626 0.138 -0.113 -0.011 -0.171
H -1.100 5.200 -2.901 0.663 -0.392 0.682 0.133
H -2.707 5.588 -3.207 -0.331 -0.756 0.084 0.131
H -2.790 6.391 -1.020 -0.404 -0.203 -0.136 0.129
H -1.590 5.288 -0.427 -0.275 -0.452 -0.030 0.138
C -0.207 -3.025 -5.409 1.151 -0.393 -0.361 -0.161
C 0.789 -3.464 -4.299 0.503 0.823 -0.128 -0.141
O 0.301 -2.795 -3.121 0.278 0.070 0.213 -0.199
S -0.030 -1.319 -3.616 -0.398 -0.965 -0.179 0.591
O 1.143 -0.634 -3.998 0.204 0.058 -0.336 -0.180
O -0.966 -0.746 -2.736 -0.496 0.335 0.590 -0.201
O -0.830 -1.860 -4.899 -0.452 0.557 -0.029 -0.183
H -0.913 -3.794 -5.706 -0.476 0.195 0.413 0.125
H 0.347 -2.744 -6.304 0.093 -0.057 -0.043 0.126
H 1.766 -3.007 -4.506 -0.059 -0.455 -0.083 0.126
H 0.903 -4.520 -4.091 -0.304 -0.082 -0.006 0.132
```
Forces are in eV/Å.